Molecular formula: C53H63N4O4PS3Ti
Method: DFT, ωB97M-V with the def2-TZVPD basis set

```
129
Properties=species:S:1:pos:R:3:forces:R:3
H 4.652 0.964 -1.788 -0.013 -0.006 -0.017
H 5.393 2.448 -2.419 -0.004 0.024 0.002
S -2.652 -3.415 2.829 -0.012 -0.061 -0.066
C -2.875 0.037 3.296 0.025 0.054 0.046
H -1.818 6.500 -0.618 -0.002 0.003 -0.008
H 1.287 -1.612 -4.339 -0.019 -0.006 0.015
H -5.405 -4.054 1.935 0.012 0.005 -0.003
H -1.766 -7.903 -2.104 0.005 -0.005 -0.003
Ti -0.529 0.742 1.001 -1.003 -0.151 0.008
O 1.110 -0.132 1.164 -0.108 0.252 -0.267
C 2.550 -2.066 -0.014 -0.039 0.048 -0.048
H -2.526 2.593 3.519 0.009 0.017 0.004
H -3.955 3.384 1.713 0.000 0.013 -0.019
H -8.250 -1.963 -0.479 0.000 0.004 -0.010
H 2.212 4.107 0.882 0.021 0.015 0.000
C 2.149 2.018 -0.787 0.006 -0.131 -0.135
H 2.718 -4.063 -0.778 0.020 -0.019 0.010
C 1.112 2.915 -4.874 0.059 0.017 -0.026
H 6.365 -1.866 -0.497 0.004 -0.006 -0.002
H 3.876 -0.444 6.365 0.001 0.001 0.005
C -1.527 -2.635 -3.705 -0.017 0.012 -0.013
C 3.244 -3.143 -0.551 0.006 -0.035 -0.009
H -0.455 7.410 1.240 -0.003 -0.003 0.007
H 4.502 1.637 5.183 0.002 -0.003 0.011
C 1.075 -1.750 -3.276 0.086 -0.123 -0.066
N -0.711 -3.357 -2.693 0.083 -0.032 0.121
C 1.304 4.591 0.562 0.013 -0.048 -0.032
C 5.291 -1.927 -0.374 0.028 0.011 -0.007
C 2.936 0.050 2.632 0.140 0.055 -0.021
C -1.136 2.289 -4.360 0.022 0.000 -0.012
C 4.331 2.722 -0.576 0.079 -0.041 0.014
C -6.188 -1.575 -0.919 -0.014 0.026 -0.034
C 3.612 -0.306 5.325 0.003 -0.010 0.038
H -7.746 -3.564 1.332 -0.007 -0.001 0.006
H -4.056 -1.376 -1.116 -0.002 0.009 0.007
O 4.008 1.984 0.605 0.019 0.089 0.135
N 0.009 -0.862 -2.899 -0.053 0.223 -0.048
H -4.678 0.926 2.507 -0.025 -0.021 -0.010
H 0.329 -0.127 4.095 -0.011 -0.003 -0.018
C -7.222 -2.188 -0.229 -0.050 -0.011 0.010
H 5.150 -3.917 -1.167 -0.002 -0.009 -0.007
H 1.572 6.183 1.967 0.001 0.005 0.001
C 4.611 -0.870 0.208 0.032 0.002 0.079
H 3.934 1.945 2.825 0.031 0.009 -0.012
O 3.086 3.015 -1.161 -0.011 0.049 -0.024
N -1.434 -0.079 2.963 0.133 0.042 -0.213
H 5.983 3.817 0.253 -0.005 -0.022 0.013
C -3.805 0.390 2.132 -0.027 -0.036 0.039
C -5.627 -3.371 1.124 0.067 -0.045 0.086
H -1.210 -3.011 -4.679 -0.030 0.033 -0.010
H 6.121 1.608 -1.044 -0.002 -0.012 0.027
C -0.104 1.945 3.671 -0.002 -0.031 0.117
C -6.939 -3.087 0.791 -0.077 0.003 -0.019
C 2.594 -1.123 3.307 0.026 -0.017 -0.040
C 3.961 0.857 4.663 0.019 0.042 0.009
H -2.571 3.623 0.644 0.020 -0.041 -0.012
C -2.822 -6.035 -2.055 0.004 -0.094 -0.090
C 2.928 -1.301 4.637 -0.016 -0.020 0.019
H 4.399 4.568 0.523 -0.014 0.009 -0.004
H -0.090 -0.724 -1.905 0.127 -0.026 0.120
C -0.588 4.768 -0.879 -0.025 -0.016 0.026
C 0.745 2.639 -1.056 -0.028 -0.096 0.008
C 2.633 1.625 0.643 0.092 0.008 -0.053
C 5.177 1.879 -1.515 -0.009 0.014 -0.001
H -2.045 -0.679 -2.930 0.012 0.015 -0.003
H 5.165 -0.019 0.572 -0.002 0.031 0.007
H 2.657 -2.220 5.141 -0.002 -0.008 -0.001
H 2.417 3.213 -3.212 0.000 0.002 0.001
C 3.633 1.034 3.322 -0.087 0.031 -0.003
C -4.583 -2.760 0.433 0.022 0.084 -0.062
C -1.768 -5.735 0.500 0.066 0.162 -0.041
C 0.746 -3.238 -2.998 -0.025 -0.075 -0.039
H -1.372 -5.609 1.500 -0.005 -0.026 0.028
C -1.988 -7.014 -1.528 0.042 -0.045 -0.002
C 1.421 2.938 -3.521 -0.008 0.035 0.018
H 1.879 3.163 -5.597 0.000 0.000 0.001
H -1.299 -0.651 -4.525 0.023 -0.006 0.016
H -1.227 -1.075 2.871 -0.063 -0.052 0.057
C -4.871 -1.863 -0.592 0.076 -0.006 0.013
H 1.979 -1.484 -2.728 0.001 0.004 -0.009
C 0.457 2.618 -2.569 0.029 0.099 0.003
O -0.230 1.839 -0.440 0.077 -0.411 0.489
H -2.977 0.773 4.091 -0.004 0.014 -0.028
S -1.595 -1.876 0.019 0.258 0.365 -0.253
C -1.260 -1.124 -3.540 -0.033 -0.063 -0.061
H -3.263 -6.170 -3.035 -0.011 0.010 0.011
H -4.177 -0.517 1.657 0.047 -0.008 -0.041
C 2.480 0.165 1.165 -0.185 0.059 0.044
C -0.558 0.498 4.006 0.005 -0.017 0.116
H -0.405 2.594 -6.357 -0.001 0.004 -0.004
H 1.482 -2.136 0.155 -0.004 0.023 0.026
H 0.949 -3.879 -3.857 0.027 0.014 0.016
H -0.137 3.143 2.008 0.026 0.021 0.061
H 1.284 -3.622 -2.137 -0.026 0.028 -0.020
C -2.962 3.011 1.459 -0.021 0.026 0.027
C -1.470 -6.866 -0.249 0.028 0.010 0.023
C -3.117 -4.905 -1.308 -0.144 0.145 0.043
H 5.156 4.638 -1.078 -0.006 -0.004 -0.015
H -3.210 -0.919 3.700 -0.016 0.032 0.037
C -0.823 2.290 -3.010 0.020 -0.036 0.047
H -0.839 -7.637 0.173 -0.001 -0.011 -0.003
H -0.312 2.605 4.518 0.039 0.048 -0.056
C 0.947 5.785 1.178 0.013 0.017 0.004
H 2.057 -1.902 2.780 -0.005 0.004 -0.023
N -0.743 2.446 2.440 0.299 -0.035 -0.264
C 0.533 4.049 -0.466 0.040 -0.006 -0.020
H -1.901 4.130 2.961 -0.045 -0.003 -0.031
H -1.196 4.393 -1.690 -0.002 -0.018 -0.023
C 3.227 -0.911 0.372 -0.016 -0.080 0.065
S -3.105 1.343 0.768 0.087 0.054 -0.018
C -2.575 -4.737 -0.035 -0.076 -0.048 0.051
H -2.573 -2.892 -3.556 -0.003 0.007 0.024
H -3.797 -4.158 -1.705 0.020 -0.010 -0.019
C -0.945 5.962 -0.270 -0.037 -0.012 -0.044
C 4.612 -3.075 -0.753 0.043 -0.009 -0.008
H -2.144 2.048 -4.676 -0.009 -0.005 -0.003
C -0.184 6.474 0.770 0.021 0.043 0.054
H 0.974 1.950 3.503 -0.011 -0.016 0.042
C -2.053 3.085 2.672 -0.004 0.003 0.041
P -2.875 -3.187 0.892 0.144 -0.192 0.146
H -1.001 -4.334 -2.628 0.016 -0.040 0.017
C 5.010 4.020 -0.193 0.002 -0.039 -0.027
H -1.580 2.021 -2.284 0.001 0.017 0.006
H -0.898 -2.944 -1.747 -0.149 0.045 -0.054
C -0.165 2.596 -5.301 -0.088 -0.018 -0.025
H 2.117 2.238 1.395 0.012 -0.061 -0.006
H 2.238 1.137 -1.442 -0.041 0.008 0.035
H -6.406 -0.868 -1.710 0.002 0.004 -0.003
H -1.073 0.476 4.969 0.064 -0.010 0.016
```
Forces are in eV/Å.

For the LUMO energy (alpha / beta), the calculation gives -1.61 / -1.61 eV. The total charge is +1. Its spin multiplicity is 2. Its energy above the lowest of the compared OMol25 structures with the same formula, charge and spin is 0.0 kJ/mol. The HOMO energy (alpha / beta) is -9.69 / -10.37 eV. The calculation puts the HOMO-LUMO gap (alpha / beta) at 8.1 / 8.8 eV.